One molecule with the formula C5H8S in a non-equilibrium geometry, computed with ωB97M-V/def2-TZVPD.

Results
Structure (SMILES): C=CC(=C)CS
Relative energy (zero: lowest compared OMol25 entry of this formula, charge and spin): 31.6 kcal/mol
F_max: 3.18 eV/Å
E: -593.437920 Ha
Multiplicity: 1
Total charge: 0

Each line ends with the natural charge from an NBO analysis.
Geometry (Å):
H -2.256 1.719 1.692  0.213
C 1.435 -0.212 -0.359  -0.524
H 2.889 0.934 -1.797  0.119
C -0.650 -1.506 -0.236  -0.364
C 0.007 -0.345 -0.060  -0.067
S 1.560 0.930 -1.779  -0.034
H -0.124 -2.385 -0.682  0.200
H 1.968 -1.147 -0.497  0.227
C -0.671 0.850 0.554  -0.231
H 1.890 0.287 0.467  0.219
H -2.295 -0.153 1.296  0.190
C -1.823 0.835 1.165  -0.365
H -1.748 -1.658 -0.062  0.203
H -0.184 1.851 0.298  0.215

---

One molecule with the formula C4H11PSi in a non-equilibrium geometry, computed with ωB97M-V/def2-TZVPD.

Results
Structure (SMILES): [H]/P=C/[Si](C)(C)C
Relative energy (zero: lowest compared OMol25 entry of this formula, charge and spin): 2.4 kcal/mol
F_max: 4.34 eV/Å
E: -789.794453 Ha
Multiplicity: 1
Total charge: 0

Each line ends with the natural charge from an NBO analysis.
Geometry (Å):
H 0.712 -0.808 1.999  0.234
C -1.580 -0.848 -0.241  -1.136
C -0.363 1.964 0.764  -1.095
H 0.514 2.662 0.561  0.242
H -1.340 -1.872 -0.596  0.257
H -2.268 -0.624 -1.054  0.249
H 0.857 -1.670 0.601  0.233
H -1.280 2.558 0.464  0.241
P 0.400 -0.815 -2.963  0.393
H -0.255 1.838 1.762  0.228
H 2.204 -0.660 0.937  0.249
H 1.306 -0.276 -3.853  -0.065
C 1.108 -0.709 0.936  -1.119
H -2.060 -0.653 0.789  0.246
Si -0.077 0.292 -0.111  1.596
C 0.698 0.503 -1.862  -0.963
H 1.356 1.198 -2.276  0.211

---

A 2-piece molecular cluster, C4H6OS overall in a non-equilibrium geometry, computed with ωB97M-V/def2-TZVPD.

Results
Structure (SMILES): O=C=S.C=CC
Relative energy (zero: lowest compared OMol25 entry of this formula, charge and spin): 29.8 kcal/mol
F_max: 3.49 eV/Å
E: -629.399668 Ha
Multiplicity: 1
Total charge: 0

Each line ends with the natural charge from an NBO analysis.
Geometry (Å):
C -0.742 -0.777 -0.506  -0.453
H -1.202 -0.058 -1.137  0.197
O -0.809 0.756 2.533  -0.459
H -1.354 -1.682 -0.494  0.203
H 2.128 0.713 0.095  0.210
C 0.578 -0.779 -0.289  -0.134
H 2.192 -0.168 -1.327  0.213
S -3.019 1.011 1.050  0.034
H 1.186 1.330 -1.182  0.212
H 1.190 -1.514 0.153  0.194
C -1.702 0.769 1.788  0.426
C 1.553 0.399 -0.685  -0.643

---

A 2-piece molecular cluster, C5H14OSi overall in a non-equilibrium geometry, computed with ωB97M-V/def2-TZVPD.

Results
Relative energy (zero: lowest compared OMol25 entry of this formula, charge and spin): 120.5 kcal/mol
F_max: 4.12 eV/Å
E: -563.501166 Ha
Multiplicity: 1
Total charge: 0

Each line ends with the natural charge from an NBO analysis.
Geometry (Å):
H 2.661 0.695 1.886  0.186
C -1.169 -0.751 1.262  -0.633
C -1.278 0.116 0.012  -0.304
H -0.465 -1.637 -1.141  0.192
H -0.160 -0.893 1.767  0.234
C 2.869 0.069 0.989  -0.250
C -2.661 0.671 -0.240  -0.614
H 2.159 1.637 -2.209  -0.176
H -2.795 1.155 -1.255  0.220
H -1.187 -0.323 -2.184  0.189
Si 1.911 0.296 -1.469  1.182
H -0.608 0.984 0.096  0.202
C -0.782 -0.607 -1.240  -0.499
H -1.759 -0.051 1.970  0.207
H 2.396 -0.898 0.901  0.172
H 3.978 -0.114 1.253  0.169
H -3.448 -0.031 0.096  0.208
O 2.814 0.759 -0.182  -0.888
H -2.003 -1.571 1.189  0.217
H -2.837 1.475 0.495  0.207
H 2.364 -0.981 -1.998  -0.221

---

C39H35MnN4O5P2Te as an isolated structure, computed with ωB97M-V/def2-TZVPD.

Results
Relative energy (zero: lowest compared OMol25 entry of this formula, charge and spin): 0.0 kcal/mol
F_max: 0.62 eV/Å
E: -4204.322863 Ha
Multiplicity: 6
Total charge: -1
⟨S²⟩: 8.757

Each line ends with the Mulliken charge.
Geometry (Å):
C 3.317 -0.776 -4.756  -0.140
H 2.512 2.441 -1.171  -0.007
H 2.719 4.825 -0.580  0.389
H -0.423 -3.553 -1.733  0.375
H -1.690 0.567 -7.397  0.372
C 1.023 2.548 2.131  -1.136
C 2.773 -4.352 -3.740  -0.911
H 3.302 -3.818 -0.289  0.257
H 5.870 -1.999 2.615  0.368
C -0.032 1.767 -4.697  -0.108
P 0.189 0.786 -2.028  2.031
C 0.585 -3.579 2.038  0.459
C 3.616 -2.939 0.260  -0.649
H 5.332 -2.376 -6.951  0.344
C 4.371 -0.726 1.750  -0.546
C 2.159 -1.923 -6.505  -0.529
C -0.707 -2.961 2.507  -0.808
H -1.432 5.398 -1.470  0.446
H -0.848 -3.226 3.565  0.382
H -0.433 -5.383 -3.389  0.440
H 0.747 6.318 -0.723  0.397
H 1.133 1.743 2.858  0.269
O 0.722 -4.169 0.978  -0.603
C 1.614 -3.003 -2.104  0.532
C 1.763 4.435 -0.912  -0.525
O -3.272 5.365 1.333  -0.672
Mn -0.648 -0.607 0.230  0.692
C 2.123 -1.135 -5.366  0.312
H 2.818 0.313 0.698  0.116
H 2.553 -3.515 2.508  0.269
C 4.420 -2.012 -6.486  -0.373
H -2.462 -1.061 -5.696  0.402
H 3.672 -4.565 -4.307  0.402
C -0.663 3.423 -1.774  -0.400
C 1.650 3.092 -1.254  -0.579
P 1.482 -1.542 -1.013  1.100
H -1.623 3.032 -2.098  0.491
H -1.015 4.533 1.947  0.314
H 5.196 -3.971 1.273  0.380
H -4.544 2.828 0.158  0.463
N 3.279 -2.365 -7.076  -0.675
C 0.467 -3.763 -2.315  -0.482
H 0.163 -1.007 2.843  0.177
H 5.460 -1.017 -4.902  0.357
C -0.361 2.544 1.588  -0.111
H -1.660 -0.887 -3.371  0.301
H 1.173 -0.827 -4.958  0.377
C 1.617 -5.089 -3.958  -0.622
H -0.138 2.379 -6.748  0.389
H 1.615 -5.889 -4.688  0.378
N -0.960 1.511 1.036  0.536
Te 3.432 0.416 -3.003  0.458
O -4.596 3.827 0.411  -0.598
C -3.470 4.229 0.945  0.538
C -0.441 0.843 -3.740  -0.195
C -3.178 0.964 0.054  0.805
H 1.534 -2.694 3.600  0.254
C -1.346 0.646 -6.373  -0.501
C 5.050 -1.926 1.911  -0.514
C -0.661 -1.446 2.257  -0.776
C -1.328 -0.169 -4.113  -0.359
H 1.228 -2.218 -6.979  0.417
N -1.199 3.596 1.625  0.138
O -2.749 -0.197 -0.152  -0.681
C 4.671 -3.030 1.158  -0.591
O -4.320 1.392 -0.224  -0.909
N 1.633 -3.422 2.911  -0.401
H 1.740 2.386 1.326  0.016
C 1.712 -0.060 -1.922  -1.422
H 0.657 2.557 -4.421  0.393
H -1.571 -0.991 2.673  0.415
C 4.493 -1.236 -5.340  -0.383
C 3.330 -0.633 0.838  -0.650
C -1.777 -0.269 -5.421  -0.585
C 2.770 -3.316 -2.819  -0.123
H 1.253 3.497 2.613  0.365
H 4.656 0.143 2.332  0.433
H 3.673 -2.737 -2.661  0.570
C -0.478 1.665 -6.008  -0.685
C 0.466 -4.799 -3.239  -0.747
C 2.936 -1.734 0.081  0.636
C -2.229 1.913 0.707  0.027
C -2.396 3.223 1.068  -0.187
C 0.440 2.568 -1.697  0.310
H -1.514 -3.430 1.944  0.298
C 0.661 5.272 -0.992  -0.647
C -0.558 4.759 -1.422  -0.760

---

C5H10N2 as an isolated structure in a non-equilibrium geometry, computed with ωB97M-V/def2-TZVPD.

Results
Relative energy (zero: lowest compared OMol25 entry of this formula, charge and spin): 84.8 kcal/mol
F_max: 2.59 eV/Å
E: -305.888757 Ha
Multiplicity: 1
Total charge: 0

Each line ends with the natural charge from an NBO analysis.
Geometry (Å):
H -1.071 -0.575 1.996  0.234
N -0.236 -1.524 -1.707  -0.669
C -1.211 -1.315 -0.692  -0.053
C -0.124 -0.125 -1.913  -0.050
H 2.208 0.899 0.363  0.238
C 0.138 0.413 0.532  0.339
H 0.871 0.237 -2.187  0.174
H 1.232 2.119 1.181  0.229
C 1.239 1.405 0.357  -0.667
H -2.253 -1.116 -1.020  0.130
H 0.139 0.538 2.659  0.227
C -0.058 -0.196 1.881  -0.670
H -1.203 -2.031 0.134  0.174
H 1.138 1.943 -0.580  0.233
H 0.633 -1.030 2.022  0.241
H -0.899 0.368 -2.535  0.130
N -0.543 -0.009 -0.490  -0.239